# 1
A 2-piece molecular cluster, C2H8OS2 overall, computed with ωB97M-V with the def2-TZVPD basis set.

Results
Kohn-Sham gap (eV): 8.9
Charge: 0
HOMO (eV): -9.04

```
13
Properties=species:S:1:pos:R:3:forces:R:3
C -4.206605 -0.527173 -3.557780 0.6 2.0 -0.3
C -4.023771 -1.203202 -4.840349 2.5 -3.3 -2.9
O -2.955976 -0.704518 -5.752215 -4.3 0.8 -1.4
H -3.229396 -0.042774 -3.200588 -1.3 -1.4 0.3
H -4.888805 -1.111753 -2.895306 0.9 0.8 -0.2
H -4.671635 0.324966 -4.031406 -1.0 1.0 1.2
H -3.601532 -2.206692 -4.809164 -0.8 -0.7 1.0
H -4.943006 -1.305566 -5.452664 0.5 0.5 0.4
H -2.194245 -0.605027 -5.272581 2.9 0.3 2.0
S 2.145546 0.590332 4.437846 1.2 -0.2 -0.7
S 3.641854 0.633021 2.843317 -1.3 -0.1 0.7
H 1.255981 1.134288 3.628190 -0.5 0.4 0.0
H 2.704313 0.257296 1.941395 0.5 -0.1 0.1
```
Positions in Å, forces in eV/Å.

Here are the Löwdin charges for atoms 1 to 8, given in e: atom 1 (C): -0.10, atom 2 (C): -0.33, atom 3 (O): -0.08, atom 4 (H): 0.11, atom 5 (H): 0.10, atom 6 (H): 0.07, atom 7 (H): 0.10, atom 8 (H): 0.12

***

# 2
C45H53AsBClF6N6PS3Y as an isolated structure, computed with ωB97M-V with the def2-TZVPD basis set.

Results
Kohn-Sham gap (spin up / spin down) (eV): 6.2 / 3.6
Charge: +3
Spin multiplicity: 2
HOMO (spin up / spin down) (eV): -15.48 / -15.45

```
118
Properties=species:S:1:pos:R:3:forces:R:3
Y 2.121238 1.171359 -0.544974 0.8 -0.5 -0.9
C 0.518808 -1.474521 -4.711257 0.0 0.0 0.0
C 0.519074 -2.087128 -3.352106 0.0 -0.1 0.1
C 0.812516 -3.396592 -3.113066 0.0 0.1 0.0
C 0.863207 -3.935043 -1.788317 0.0 0.0 0.0
N 0.583234 -3.192609 -0.758499 0.0 0.0 0.0
N 0.258398 -1.893293 -0.996711 0.0 0.0 0.0
B -0.178698 -1.218518 0.219606 -0.2 0.0 0.1
N -1.455875 -0.390209 0.255297 0.0 0.0 0.0
N -2.484885 -1.032515 -0.230796 0.0 0.0 0.0
C -3.706875 -0.542156 -0.003211 0.1 0.0 0.0
C -3.864999 0.573776 0.833260 0.0 0.0 0.0
C -2.780706 1.244614 1.361898 0.0 -0.1 -0.1
C -2.920671 2.416226 2.270154 0.0 0.1 0.0
C -1.511366 0.744652 0.991750 -0.1 -0.1 0.0
S -0.044341 1.504045 1.432157 -0.2 0.1 0.0
C -4.881761 -1.254355 -0.627896 0.0 0.0 0.0
C -5.681373 -0.232107 -1.453355 0.0 0.0 0.0
C -5.763570 -1.805291 0.508685 0.0 0.0 0.0
C -4.424926 -2.400688 -1.527822 0.0 0.0 0.0
N 0.261817 -1.647364 1.550254 0.0 -0.1 0.0
N -0.820048 -2.063990 2.271504 0.0 0.0 0.0
C -0.597088 -2.768667 3.339072 0.0 0.0 0.0
C 0.742754 -3.082819 3.736193 0.0 0.0 0.0
C 1.823522 -2.621934 3.052878 -0.1 0.0 0.0
C 3.231844 -2.897994 3.456420 0.0 0.0 0.0
C 1.553237 -1.810417 1.900723 0.0 0.0 0.1
S 2.779071 -1.074577 0.998483 -0.1 0.1 0.0
C -1.783790 -3.258546 4.144447 0.0 0.0 0.0
C -1.656227 -2.731471 5.581073 0.0 0.0 0.0
C -3.099700 -2.775814 3.535330 0.0 0.0 0.0
C -1.757093 -4.795072 4.146481 0.0 0.0 0.0
C 0.275986 -1.282385 -2.201577 0.1 -0.1 0.0
S 0.056248 0.407944 -2.258069 -0.1 0.2 0.2
C 1.237338 -5.382630 -1.549506 0.0 0.0 0.0
C 2.623122 -5.632874 -2.162873 0.0 0.0 0.0
C 0.186253 -6.265817 -2.239909 0.0 0.0 0.0
C 1.276223 -5.699695 -0.055100 0.0 0.0 0.0
H 0.628526 -2.238812 -5.476560 0.0 0.0 0.0
H 1.345934 -0.766324 -4.800529 0.0 0.0 0.0
H -0.404444 -0.922519 -4.890765 0.0 0.0 0.0
H 1.041126 -4.050337 -3.944754 0.0 0.0 0.0
H -4.865338 0.912836 1.070221 0.0 0.0 0.0
H -3.967529 2.682681 2.394346 0.0 0.0 0.0
H -2.379964 3.279715 1.881460 0.0 0.0 0.0
H -2.503190 2.177360 3.251026 0.0 0.0 0.0
H -6.075662 0.581074 -0.842438 0.0 0.0 0.0
H -6.533774 -0.737759 -1.905762 0.0 0.0 0.0
H -5.077386 0.191842 -2.257409 0.0 0.0 0.0
H -6.146956 -1.015978 1.157014 0.0 0.0 0.0
H -5.220666 -2.527723 1.118938 0.0 0.0 0.0
H -6.622332 -2.312116 0.069381 0.0 0.0 0.0
H -3.791949 -2.044976 -2.342378 0.0 0.0 0.0
H -5.303344 -2.871391 -1.967310 0.0 0.0 0.0
H -3.878018 -3.160628 -0.969466 0.0 0.0 0.0
H 0.891042 -3.687710 4.621233 0.0 0.0 0.0
H 3.262619 -3.567083 4.312618 0.0 0.0 0.0
H 3.744399 -1.969761 3.715792 0.0 0.0 0.0
H 3.785384 -3.349602 2.631670 0.0 0.0 0.0
H -1.644587 -1.640092 5.606563 0.0 0.0 0.0
H -0.759469 -3.098313 6.081458 0.0 0.0 0.0
H -2.511802 -3.071944 6.163896 0.0 0.0 0.0
H -3.160201 -1.685477 3.522341 0.0 0.0 0.0
H -3.928757 -3.150638 4.135560 0.0 0.0 0.0
H -3.224378 -3.143768 2.516183 0.0 0.0 0.0
H -0.844900 -5.194117 4.591572 0.0 0.0 0.0
H -1.852873 -5.194031 3.135186 0.0 0.0 0.0
H -2.594197 -5.166838 4.737100 0.0 0.0 0.0
H 2.635003 -5.487867 -3.243790 0.0 0.0 0.0
H 2.913411 -6.666195 -1.974800 0.0 0.0 0.0
H 3.379239 -4.984095 -1.717204 0.0 0.0 0.0
H 0.147541 -6.098200 -3.317203 0.0 0.0 0.0
H -0.808869 -6.094696 -1.825630 0.0 0.0 0.0
H 0.440831 -7.313760 -2.083860 0.0 0.0 0.0
H 2.017738 -5.088642 0.462777 0.0 0.0 0.0
H 1.549719 -6.745981 0.077653 0.0 0.0 0.0
H 0.305673 -5.540382 0.416065 0.0 0.0 0.0
Cl 3.274292 2.340900 1.755683 -0.1 0.1 0.0
C 3.394231 4.116336 1.625926 0.0 -0.1 0.0
C 4.184423 4.726871 2.578612 0.0 0.0 0.0
C 4.336456 6.105354 2.512713 0.0 0.0 0.0
C 3.718466 6.833391 1.505008 0.0 0.0 0.0
C 2.939201 6.188577 0.560338 0.0 0.0 0.0
C 2.743098 4.805024 0.611797 0.1 0.0 0.0
P 1.725343 3.988075 -0.645741 -0.1 0.2 0.1
C 2.156460 4.818480 -2.188630 0.0 0.1 0.0
C 3.487281 4.722361 -2.609914 -0.1 0.0 0.0
C 3.889568 5.364879 -3.765280 0.0 0.0 0.0
C 2.967802 6.095855 -4.508692 0.0 0.0 0.0
C 1.646306 6.188850 -4.093537 0.1 0.0 -0.1
C 1.234658 5.552397 -2.931544 0.0 0.0 0.1
C -0.004467 4.423102 -0.279226 0.0 0.0 0.0
C -0.994553 3.821010 -1.065982 0.0 -0.1 0.0
C -2.324199 4.182886 -0.919090 0.0 0.0 0.0
C -2.679187 5.145467 0.018986 0.0 0.0 0.0
C -1.704983 5.727570 0.820811 0.0 0.0 0.0
C -0.371687 5.368917 0.675699 0.0 0.0 0.0
H 4.679146 4.146968 3.344814 0.0 0.0 0.0
H 4.955048 6.604915 3.245792 0.0 0.0 0.0
H 3.853765 7.904698 1.449680 0.0 0.0 0.0
H 2.480806 6.756703 -0.240660 0.0 0.0 0.0
H 4.214050 4.161720 -2.032200 0.0 0.0 0.0
H 4.919885 5.298143 -4.086899 0.0 0.0 0.0
H 3.284785 6.598412 -5.412575 0.0 0.0 0.0
H 0.933738 6.762333 -4.670546 0.0 0.0 0.0
H 0.205667 5.646317 -2.609550 0.0 0.0 0.0
H -0.720954 3.114526 -1.844320 0.0 0.0 0.0
H -3.077459 3.744176 -1.561218 0.0 0.0 0.0
H -3.712453 5.452543 0.115290 0.0 0.0 0.0
H -1.979607 6.478533 1.549697 0.0 0.0 0.0
H 0.377699 5.844580 1.294234 0.0 0.0 0.0
F 4.363615 1.287194 -1.017901 -0.1 0.0 0.0
As 4.349414 0.591394 -2.736514 0.1 0.0 0.1
F 2.918622 1.682843 -2.824345 0.0 -0.1 0.2
F 3.100040 -0.494566 -1.942037 0.1 0.1 -0.1
F 4.008080 -0.074840 -4.247414 -0.1 0.0 0.1
F 5.555474 -0.496696 -2.294492 -0.1 0.1 0.0
F 5.374633 1.820524 -3.257584 -0.1 -0.1 0.1
```
Positions in Å, forces in eV/Å.

Here are the Löwdin charges for atoms 1 to 8, given in e: atom 1 (Y): 0.92, atom 2 (C): -0.02, atom 3 (C): -0.22, atom 4 (C): 0.12, atom 5 (C): -0.17, atom 6 (N): 0.21, atom 7 (N): 0.02, atom 8 (B): -0.52

***

# 3
A 2-piece molecular cluster, C8H16N2S overall, computed with ωB97M-V with the def2-TZVPD basis set.

Results
Kohn-Sham gap (eV): 8.3
Charge: 0
HOMO (eV): -7.46

```
27
Properties=species:S:1:pos:R:3:forces:R:3
C -0.984586 -2.365830 -0.832927 4.7 1.9 2.1
C -1.266920 -1.034549 -0.207451 -0.9 -0.3 2.2
C -1.058987 -0.669132 1.052635 1.8 -1.0 2.1
C -1.567261 0.659424 1.573655 -0.9 -1.0 -4.5
C -2.588181 1.201541 0.481477 -0.9 0.3 0.1
S -2.402121 0.035151 -0.945611 -1.1 0.7 -1.1
H 0.040433 -2.807979 -0.390518 -2.4 0.9 -1.4
H -1.026833 -2.215311 -1.852918 0.8 -0.1 -2.5
H -1.749489 -2.978356 -0.646080 -2.9 -2.6 1.1
H -0.387236 -1.282636 1.771377 -1.1 0.9 -1.4
H -1.961213 0.664773 2.500465 -2.0 -0.7 3.1
H -0.782001 1.285234 1.735789 2.7 2.1 -0.2
H -3.671557 1.127906 0.936791 2.0 0.2 -1.2
H -2.422264 2.233706 -0.037108 -0.2 -1.7 1.6
C 2.674192 -1.377649 -0.060185 2.6 1.5 -3.4
C 2.227634 0.048033 -0.121667 1.4 1.6 0.9
C 1.173496 0.374619 -0.898223 0.5 1.1 1.1
N 0.424688 1.521240 -0.783707 -1.3 1.1 -0.8
N 0.902442 2.763470 -0.390848 1.8 0.4 1.1
H 2.244624 -1.801032 -0.942396 -0.8 -1.1 -0.1
H 2.401286 -1.757432 0.833474 -1.1 -1.8 2.7
H 3.769890 -1.618968 -0.236962 -0.9 0.8 0.5
H 2.817587 0.804001 0.608829 -2.0 -1.5 -1.8
H 0.665274 -0.199390 -1.658367 0.5 -1.0 0.2
H -0.166661 1.782029 -1.548461 -0.3 -1.1 -0.5
H 0.777557 2.883676 0.615181 0.1 -0.1 -0.1
H 1.916198 2.723449 -0.556249 -0.2 0.6 0.2
```
Positions in Å, forces in eV/Å.

Here are the Löwdin charges for atoms 1 to 8, given in e: atom 1 (C): -0.08, atom 2 (C): -0.69, atom 3 (C): -0.16, atom 4 (C): -0.21, atom 5 (C): -0.39, atom 6 (S): 0.89, atom 7 (H): 0.14, atom 8 (H): 0.04

***

# 4
A 35-piece molecular cluster, C6H78BINO37 overall, computed with ωB97M-V with the def2-TZVPD basis set.

Results
Kohn-Sham gap (eV): 3.8
Charge: -1
HOMO (eV): -2.72

```
124
Properties=species:S:1:pos:R:3:forces:R:3
N -0.161539 1.940897 2.921150 2.8 -1.3 -3.6
C 0.586382 1.527150 1.846677 -3.3 0.5 1.3
C -0.191376 0.831598 0.538176 1.1 0.2 0.9
C 0.015343 -0.782986 0.728479 -0.4 0.8 -2.0
C 1.035586 -1.303179 -0.491401 -0.8 -0.4 0.4
B 2.489228 -1.799780 0.096110 -0.4 -0.7 0.4
O 2.700493 -1.929629 1.552006 0.0 -1.4 -2.1
O 3.596797 -2.171347 -0.806670 -0.5 2.4 2.2
C -1.358169 -1.642442 0.486532 -0.5 -0.7 0.2
C -2.672380 -1.106338 1.306573 0.9 -1.9 6.6
O -2.885464 -1.291783 2.638776 1.0 1.3 -8.9
I -4.196214 -0.043632 0.068085 0.7 -0.6 0.9
H -1.163965 1.739343 2.705439 1.0 0.1 -0.1
H 1.769081 1.654524 1.828068 -2.6 -0.4 0.2
H 0.314600 1.289876 -0.416229 -0.9 -0.9 1.5
H -1.302165 1.201139 0.548558 2.0 -0.5 0.2
H 1.214397 -0.485516 -1.312578 -0.3 -1.4 1.2
H 0.490293 -2.210993 -1.041828 1.3 1.6 0.8
H 2.117672 -2.650545 1.940932 0.6 1.9 -0.7
H 4.367987 -1.584683 -0.539362 -1.0 -1.4 -0.5
H -1.145369 -2.746436 0.887522 -0.7 2.4 -0.7
H -1.657121 -1.776162 -0.647969 0.2 0.5 2.0
O -3.352526 3.400273 0.482462 0.2 0.1 -0.5
H -4.167313 3.922743 0.528002 0.3 -0.2 0.1
H -3.642100 2.545296 0.130123 0.2 0.2 0.1
O -2.017744 3.778370 5.178715 0.2 -0.2 0.4
H -1.359869 4.206156 5.747158 -0.2 -0.2 -0.3
H -1.526209 3.061538 4.750315 0.1 0.2 -0.2
O -4.425148 -1.279452 -2.947393 0.3 -0.4 -0.2
H -5.239935 -0.756982 -2.901853 0.1 -0.4 -0.1
H -4.714722 -2.134429 -3.299733 0.0 0.5 0.0
O 6.005912 -1.898329 1.818195 -0.1 0.1 0.0
H 5.054933 -1.937591 1.636472 -0.2 0.0 0.1
H 6.155292 -2.625030 2.441553 0.3 0.1 -0.1
O -6.919207 -0.440920 2.440266 -0.2 0.0 0.3
H -6.023500 -0.590728 2.778192 -0.1 0.0 -0.3
H -7.388705 -0.044248 3.189403 0.3 -0.3 -0.1
O -1.768835 3.663777 -2.336787 0.1 0.0 -0.1
H -0.873129 3.513968 -1.998862 -0.3 0.0 -0.1
H -2.238333 4.060448 -1.587651 0.1 -0.1 0.3
O -2.338314 -3.968967 -1.772687 -0.3 -0.2 -0.3
H -3.153100 -3.446497 -1.727147 0.3 0.2 0.0
H -2.627888 -4.823944 -2.125026 -0.1 0.0 0.3
O -7.108744 -1.254367 -3.303852 -0.8 0.0 -0.4
H -7.923530 -0.731897 -3.258312 0.4 -0.2 0.3
H -7.398318 -2.109344 -3.656192 0.2 0.1 0.0
O -5.701079 3.404829 1.590957 -1.0 0.1 0.5
H -5.537719 2.609675 2.120079 0.1 0.1 -0.2
H -6.474470 3.810534 2.010778 0.3 -0.1 -0.2
O -2.648301 -4.670011 1.725180 -0.4 0.0 -0.2
H -3.067096 -4.867758 0.874043 0.3 0.1 0.1
H -2.892506 -3.748276 1.897662 0.2 -0.1 0.1
O 3.455703 2.810146 3.817823 -0.1 -0.2 0.2
H 2.504724 2.770884 3.636100 0.1 0.0 0.1
H 3.605082 2.083445 4.441180 0.0 0.2 -0.3
O -8.244577 -0.859416 -0.595025 -0.5 0.3 0.2
H -7.756400 -0.809790 0.240526 0.1 0.0 0.0
H -9.070743 -0.387330 -0.411813 0.3 -0.2 0.0
O 7.864079 -2.471731 -0.523548 0.5 -0.2 -0.3
H 8.759785 -2.621540 -0.185622 -0.5 0.0 0.0
H 7.394581 -2.075060 0.225590 -0.1 -0.2 0.1
O 8.127652 -2.631186 -3.575242 0.1 -0.6 -0.3
H 8.039540 -2.984905 -2.677443 -0.1 0.3 0.1
H 7.756446 -3.326916 -4.138402 -0.1 0.3 0.2
O -2.880706 6.081931 -1.557566 0.0 0.4 0.1
H -2.519132 6.980923 -1.559700 0.0 -0.4 -0.1
H -2.761545 5.779551 -2.470445 0.0 0.4 0.4
O 1.747453 3.726788 -0.365556 0.2 0.2 0.3
H 2.643160 3.576979 -0.027630 -0.3 0.0 -0.1
H 1.277956 4.123458 0.383581 0.0 -0.2 -0.2
O 9.941638 -3.526410 -6.161392 0.2 0.0 0.3
H 10.837344 -3.676219 -5.823467 -0.4 0.1 -0.1
H 9.472141 -3.129740 -5.412255 0.2 0.0 -0.1
O -0.484222 -4.698797 -4.102568 0.3 -0.2 0.3
H 0.411484 -4.848607 -3.764642 -0.3 0.1 -0.1
H -0.953720 -4.302126 -3.353431 0.0 0.2 0.0
O -4.266459 5.292768 -3.924546 -0.3 -0.2 -0.6
H -3.742967 4.482262 -3.835315 0.0 0.0 0.1
H -4.938220 5.066001 -4.585073 0.3 -0.2 0.1
O 5.544309 5.034522 4.209980 -0.1 0.2 -0.4
H 4.851761 4.368224 4.086076 0.0 -0.1 0.0
H 5.573484 5.502308 3.361860 0.0 -0.2 0.4
O -7.737279 1.882378 3.795304 -0.4 0.5 -0.3
H -8.156075 1.684631 2.944168 0.2 0.2 0.1
H -7.981484 2.804113 3.967787 0.1 -0.4 0.1
O 7.166967 0.523304 3.483386 -0.1 -0.2 0.3
H 7.078856 0.169585 4.381186 0.0 0.2 -0.4
H 6.795760 -0.172426 2.920226 -0.1 -0.1 0.1
O 7.686835 -3.630957 3.491123 0.1 -0.4 0.3
H 8.344709 -3.203172 4.059565 0.0 0.1 -0.2
H 8.178369 -4.347790 3.062722 0.1 0.5 -0.3
O 8.831314 -0.418400 1.128152 0.4 0.2 -0.3
H 7.999330 0.044020 0.946780 0.3 -0.1 0.2
H 9.326366 -0.343583 0.298508 -0.3 0.0 0.2
O -6.811122 6.765708 -4.546443 0.2 0.3 0.2
H -5.915415 6.615899 -4.208517 -0.1 0.0 0.2
H -7.280619 7.162379 -3.797306 0.1 -0.2 -0.2
O -7.658972 -3.803443 -5.236063 -0.3 0.2 -0.3
H -8.502778 -3.614886 -5.673513 0.2 -0.1 0.2
H -7.047928 -3.972144 -5.968967 0.0 0.2 0.0
O -2.777106 1.251043 7.275285 -0.1 -0.1 -0.4
H -2.676175 2.005370 6.675511 0.0 0.0 0.1
H -2.909349 0.496363 6.682031 0.1 0.3 0.2
O 10.486708 -2.299584 4.418209 0.3 0.2 -0.2
H 10.596382 -2.092539 3.477980 -0.2 0.0 0.4
H 11.108620 -1.704335 4.863053 -0.3 -0.2 -0.1
O 7.459982 -5.924521 5.328894 0.1 -0.4 -0.3
H 7.560913 -5.170194 4.729118 -0.3 0.1 0.2
H 7.327739 -6.679201 4.735639 0.0 0.2 0.3
O -1.410966 7.944063 -3.302194 0.2 0.4 -0.4
H -1.049391 8.843055 -3.304328 -0.1 -0.3 0.0
H -1.291804 7.641683 -4.215074 -0.1 0.0 0.3
O 10.020369 -3.971770 1.685435 0.5 0.0 -0.2
H 10.671311 -4.634142 1.408911 -0.2 0.2 0.1
H 10.499041 -3.131761 1.620316 -0.3 -0.3 0.0
O -5.868997 -5.818830 -5.946606 0.2 0.1 0.4
H -4.973290 -5.968639 -5.608680 -0.2 0.0 -0.2
H -6.338494 -5.422159 -5.197468 0.0 -0.4 -0.1
O -6.118296 9.457809 -6.024729 -0.2 0.1 0.3
H -5.954936 8.662655 -5.495606 -0.2 0.0 -0.2
H -6.891688 9.863515 -5.604908 0.3 -0.2 -0.2
O -3.942443 -6.455155 -1.434555 -0.4 -0.3 0.1
H -4.893422 -6.494416 -1.616278 0.3 0.1 0.1
H -3.793064 -7.181855 -0.811198 0.1 0.3 -0.2
```
Positions in Å, forces in eV/Å.

Here are the Löwdin charges for atoms 1 to 8, given in e: atom 1 (N): 0.00, atom 2 (C): -0.18, atom 3 (C): -0.20, atom 4 (C): -0.28, atom 5 (C): -0.12, atom 6 (B): -0.46, atom 7 (O): 0.01, atom 8 (O): 0.03